Molecular formula: C3H3O2S
Method: DFT, ωB97M-V with the def2-TZVPD basis set

## Properties
* multiplicity: 1
* DFT total energy: -664.70877 hartree
* frontier orbital gap (spin up / spin down): 0.2417 / 0.2421 Eh
* total charge: -1
* max |F|: 2.9 eV Å⁻¹
* highest occupied orbital energy (spin up / spin down): -2.631 / -2.639 eV
* relative energy (zero: lowest compared OMol25 entry of this formula, charge and spin): 332.4 kJ/mol

Positions of all 9 atoms, in Å:
C: -1.24791 0.79483 0.15533
C: -2.38436 1.06544 0.40754
C: 0.01068 0.44571 -0.42171
O: 2.68835 -1.24388 -0.88761
O: 1.61981 -2.32210 1.19297
S: 2.01741 -1.08402 0.43859
H: -3.38056 1.13874 0.80473
H: 0.65608 1.27695 -0.30599
H: 0.02050 -0.07168 -1.38385

---

Molecular formula: C3H3O2S2
Method: DFT, ωB97M-V with the def2-TZVPD basis set

## Properties
* multiplicity: 3
* DFT total energy: -1062.92868 hartree
* frontier orbital gap (spin up / spin down): 0.1272 / 0.2456 Eh
* total charge: -1
* max |F|: 4.4 eV Å⁻¹
* highest occupied orbital energy (spin up / spin down): -0.100 / -3.932 eV
* relative energy (zero: lowest compared OMol25 entry of this formula, charge and spin): 0.0 kJ/mol

Positions of all 10 atoms, in Å:
C: -1.20416 0.63377 0.29463
C: 0.87925 -1.58439 0.09458
C: -0.24221 0.53129 -0.64601
O: 1.17945 -1.26264 1.16326
O: 0.72477 -2.15015 -0.89949
S: -2.75284 -0.01257 0.13016
S: 1.33009 1.37072 -0.53369
H: -0.95971 1.08746 1.25404
H: -0.43925 0.16346 -1.63834
H: 1.48462 1.22305 0.78086

---

Molecular formula: C3H3O2Yb
Method: DFT, ωB97M-V with the def2-TZVPD basis set

## Properties
* multiplicity: 2
* DFT total energy: -1424.48222 hartree
* frontier orbital gap (spin up / spin down): 0.3308 / 0.1992 Eh
* total charge: +2
* max |F|: 3.8 eV Å⁻¹
* highest occupied orbital energy (spin up / spin down): -18.813 / -17.705 eV
* relative energy (zero: lowest compared OMol25 entry of this formula, charge and spin): 249.5 kJ/mol

Positions of all 9 atoms, in Å:
O: 0.85950 -0.04639 0.82538
Yb: -2.15081 -2.28294 1.52084
O: 0.10543 -2.03011 1.31162
C: -0.16542 -0.88221 0.87021
C: 0.82965 0.93726 -0.17016
C: -0.01282 0.81623 -1.20907
H: 1.15559 1.89933 0.22815
H: -0.27755 -0.13763 -1.66606
H: -0.34358 1.72645 -1.71091

---

Molecular formula: C3H3O3
Method: DFT, ωB97M-V with the def2-TZVPD basis set

## Properties
* multiplicity: 1
* DFT total energy: -341.41277 hartree
* frontier orbital gap: 0.3671 Eh
* total charge: +1
* max |F|: 5.0 eV Å⁻¹
* highest occupied orbital energy: -16.137 eV
* relative energy (zero: lowest compared OMol25 entry of this formula, charge and spin): 251.6 kJ/mol

Positions of all 9 atoms, in Å:
C: 0.58379 1.44024 0.29972
C: -0.13692 0.60478 -0.46764
C: -0.26387 -0.62760 0.43777
O: 1.32362 1.92674 1.01999
O: 0.23270 -1.63134 -0.21284
O: -1.33540 0.13577 0.05111
H: -0.24236 0.72921 -1.58488
H: 0.09080 -0.48071 1.49505
H: -0.25236 -2.09710 -1.03827

---

Molecular formula: C3H3O3
Method: DFT, ωB97M-V with the def2-TZVPD basis set

## Properties
* multiplicity: 1
* DFT total energy: -341.39874 hartree
* frontier orbital gap (spin up / spin down): 0.3174 / 0.3172 Eh
* total charge: +1
* max |F|: 4.4 eV Å⁻¹
* highest occupied orbital energy (spin up / spin down): -14.780 / -14.780 eV
* relative energy (zero: lowest compared OMol25 entry of this formula, charge and spin): 288.4 kJ/mol

Positions of all 9 atoms, in Å:
C: 0.79896 0.66034 -0.24360
C: 0.10539 -0.00210 1.74277
C: -0.30892 -0.17625 -0.66685
O: 0.88123 0.62087 1.04535
O: -0.92966 -0.72570 0.28688
O: -0.58282 -0.30955 -1.91544
H: 1.46544 1.25552 -0.84008
H: -0.09112 -0.42475 2.70168
H: -1.33851 -0.89838 -2.11071

---

Molecular formula: C3H3O3
Method: DFT, ωB97M-V with the def2-TZVPD basis set

## Properties
* multiplicity: 1
* DFT total energy: -341.38959 hartree
* frontier orbital gap (spin up / spin down): 0.1483 / 0.1485 Eh
* total charge: +1
* max |F|: 4.8 eV Å⁻¹
* highest occupied orbital energy (spin up / spin down): -11.586 / -11.588 eV
* relative energy (zero: lowest compared OMol25 entry of this formula, charge and spin): 312.4 kJ/mol

Positions of all 9 atoms, in Å:
C: -1.39545 2.64337 -1.61159
C: 0.24321 -0.52141 0.18668
C: 0.74496 -1.61920 0.77364
O: -2.35057 2.69532 -2.19587
O: 1.76784 -1.72666 1.56986
O: -0.24862 0.27614 -0.49763
H: -0.48806 3.09201 -1.15856
H: -0.14742 -2.34553 0.80290
H: 1.87411 -2.49403 2.13059

---

Molecular formula: C3H3O3S
Method: DFT, ωB97M-V with the def2-TZVPD basis set

## Properties
* multiplicity: 1
* DFT total energy: -740.00592 hartree
* frontier orbital gap: 0.2962 Eh
* total charge: -1
* max |F|: 2.9 eV Å⁻¹
* highest occupied orbital energy: -4.450 eV
* relative energy (zero: lowest compared OMol25 entry of this formula, charge and spin): 182.0 kJ/mol

Positions of all 10 atoms, in Å:
C: -0.97096 1.47118 -0.13350
C: 1.88679 -0.81393 0.02546
C: -1.65547 0.18375 -0.03259
O: 2.40038 -1.62825 0.76275
O: 1.56479 -0.96093 -1.14933
O: 1.57931 0.45179 0.55853
S: 0.60815 1.65502 0.00082
H: -1.41951 -0.32126 -1.01824
H: -1.21066 -0.40925 0.68688
H: -2.78282 0.37187 0.29922

---

Molecular formula: C3H3O3Sn
Method: DFT, ωB97M-V with the def2-TZVPD basis set

## Properties
* multiplicity: 2
* DFT total energy: -556.06462 hartree
* frontier orbital gap (spin up / spin down): 0.2179 / 0.3312 Eh
* max |F|: 7.4 eV Å⁻¹
* highest occupied orbital energy (spin up / spin down): -5.855 / -8.968 eV
* relative energy (zero: lowest compared OMol25 entry of this formula, charge and spin): 2.0 kJ/mol

Positions of all 10 atoms, in Å:
C: -0.15108 -1.83583 -0.11018
C: -0.93459 -0.76994 0.14140
O: -0.52921 0.48074 0.24968
Sn: -1.25164 2.02872 0.80975
H: 0.92297 -1.72654 -0.27660
H: -0.59721 -2.82775 -0.18000
H: -2.01397 -0.94067 0.29540
O: 0.80480 2.68427 0.10225
C: 1.47228 1.83230 -0.34995
O: 2.27765 1.07471 -0.68176

---

Molecular formula: C3H3O3V
Method: DFT, ωB97M-V with the def2-TZVPD basis set

## Properties
* multiplicity: 5
* DFT total energy: -1285.73479 hartree
* frontier orbital gap (spin up / spin down): 0.2627 / 0.3368 Eh
* max |F|: 2.4 eV Å⁻¹
* highest occupied orbital energy (spin up / spin down): -7.630 / -9.352 eV
* relative energy (zero: lowest compared OMol25 entry of this formula, charge and spin): 45.1 kJ/mol

Positions of all 10 atoms, in Å:
O: 0.43617 0.33317 -0.16206
C: 1.59827 -0.40989 -0.24785
O: 2.36135 -0.10757 0.72100
C: -1.89823 0.44616 -0.26915
H: -1.88025 1.53249 -0.17448
H: -2.85913 -0.06358 -0.29709
C: -0.78281 -0.27720 -0.24638
O: 1.77692 -1.20504 -1.15230
V: 2.00444 1.11942 2.07235
H: -0.75673 -1.36797 -0.24403

---

Molecular formula: C3H3O4Pb
Method: DFT, ωB97M-V with the def2-TZVPD basis set

## Properties
* multiplicity: 1
* DFT total energy: -609.57593 hartree
* frontier orbital gap: 0.2533 Eh
* total charge: +1
* max |F|: 5.0 eV Å⁻¹
* highest occupied orbital energy: -13.881 eV
* relative energy (zero: lowest compared OMol25 entry of this formula, charge and spin): 204.3 kJ/mol

Positions of all 11 atoms, in Å:
C: -1.26628 -0.18904 -0.10119
C: -2.55466 0.00678 0.69494
O: -3.19337 -0.94812 1.04375
O: -0.92205 0.67112 -0.92189
H: -0.97700 -1.24407 -0.26434
H: -2.91373 1.05346 0.77828
Pb: 0.89752 1.37941 -1.75248
O: 2.49762 0.59098 -0.83027
O: 3.86563 -0.39296 0.63198
C: 2.78294 -0.22084 0.11787
H: 1.78339 -0.70671 0.60336

---

Molecular formula: C3H3O4Rb
Method: DFT, ωB97M-V with the def2-TZVPD basis set

## Properties
* multiplicity: 1
* DFT total energy: -440.97555 hartree
* frontier orbital gap: 0.1965 Eh
* max |F|: 2.2 eV Å⁻¹
* highest occupied orbital energy: -6.114 eV
* relative energy (zero: lowest compared OMol25 entry of this formula, charge and spin): 517.1 kJ/mol

Positions of all 11 atoms, in Å:
H: -0.58537 -1.54172 1.97915
C: -0.31443 -0.67997 1.34175
C: -1.35895 -0.00441 0.78634
O: -2.66544 -0.68679 0.99171
C: -3.74570 -0.57709 0.51603
O: -4.81938 -0.48838 0.14873
Rb: 4.46736 0.36357 -0.37451
O: 0.90718 -0.43093 1.12537
H: -1.46294 0.88036 0.17308
O: 5.02078 1.37160 -2.98645
H: 4.55688 1.79375 -3.70119

---

Molecular formula: C3H3O9Tl
Method: DFT, ωB97M-V with the def2-TZVPD basis set

## Properties
* multiplicity: 1
* DFT total energy: -965.59213 hartree
* frontier orbital gap: 0.1665 Eh
* max |F|: 10.5 eV Å⁻¹
* highest occupied orbital energy: -7.945 eV
* relative energy (zero: lowest compared OMol25 entry of this formula, charge and spin): 0.0 kJ/mol

Positions of all 16 atoms, in Å:
Tl: 0.04563 0.58661 -0.73088
O: -3.24775 -1.00641 1.18640
C: -1.98118 -0.69048 1.42374
O: -1.51068 -0.96196 2.55526
O: -1.24851 -0.11982 0.66130
H: -3.46957 -0.67918 0.31158
O: 1.24444 -0.98680 -4.23133
C: 1.20498 -0.56634 -2.94553
O: 0.70380 0.50967 -2.67143
O: 1.49801 -1.41514 -2.06141
H: 0.89337 -0.14379 -4.52747
O: 1.81049 1.48228 2.94090
C: 0.90681 0.84336 2.18371
O: 0.30397 -0.09862 2.67746
O: 0.81831 1.13842 0.98149
H: 2.02788 2.10820 2.24622

---

Molecular formula: C3H3OS2
Method: DFT, ωB97M-V with the def2-TZVPD basis set

## Properties
* multiplicity: 1
* DFT total energy: -987.75849 hartree
* frontier orbital gap: 0.2624 Eh
* total charge: -1
* max |F|: 3.2 eV Å⁻¹
* highest occupied orbital energy: -3.536 eV
* relative energy (zero: lowest compared OMol25 entry of this formula, charge and spin): 70.6 kJ/mol

Positions of all 9 atoms, in Å:
C: -0.22653 -0.06144 -0.61327
C: -1.33086 0.18123 0.34522
C: 1.06618 -0.32040 0.07593
O: -2.16356 -0.61106 0.79312
S: -0.50624 0.31316 -2.18725
S: -1.08641 1.79683 0.71176
H: 1.62752 0.50283 0.43004
H: 1.84934 -0.78434 -0.53004
H: 0.77057 -1.01680 0.97448

---

Molecular formula: C3H3OV
Method: DFT, ωB97M-V with the def2-TZVPD basis set

## Properties
* multiplicity: 4
* DFT total energy: -1135.20750 hartree
* frontier orbital gap (spin up / spin down): 0.2225 / 0.3208 Eh
* total charge: -1
* max |F|: 5.0 eV Å⁻¹
* highest occupied orbital energy (spin up / spin down): -2.071 / -4.630 eV

Positions of all 8 atoms, in Å:
C: 0.04561 0.18421 0.66638
C: 0.86458 -0.83574 1.51413
C: 1.36759 0.30075 0.70772
H: 1.08239 -1.86684 1.19517
H: 0.72998 -0.76395 2.60456
H: 2.21390 0.98319 0.64103
O: -0.81346 0.42172 -2.43285
V: -1.34424 0.27066 -0.75308

---

Molecular formula: C3H4
Method: DFT, ωB97M-V with the def2-TZVPD basis set

## Properties
* multiplicity: 1
* DFT total energy: -116.57476 hartree
* frontier orbital gap: 0.3923 Eh
* SMILES: C1=CC1
* max |F|: 4.0 eV Å⁻¹
* highest occupied orbital energy: -9.363 eV
* relative energy (zero: lowest compared OMol25 entry of this formula, charge and spin): 163.0 kJ/mol

Positions of all 7 atoms, in Å:
C: -0.13813 -0.62004 -0.67571
C: -0.57834 0.55135 -0.34802
C: 0.43772 -0.05748 0.58615
H: 0.04050 -1.19118 -1.48158
H: -1.36243 1.16192 -0.30507
H: 0.13899 -0.31279 1.51792
H: 1.46169 0.46821 0.70630

---

Molecular formula: C3H4AlO3
Method: DFT, ωB97M-V with the def2-TZVPD basis set

## Properties
* multiplicity: 2
* DFT total energy: -584.04844 hartree
* frontier orbital gap (spin up / spin down): 0.2869 / 0.3203 Eh
* total charge: +2
* max |F|: 7.0 eV Å⁻¹
* highest occupied orbital energy (spin up / spin down): -20.445 / -22.276 eV
* relative energy (zero: lowest compared OMol25 entry of this formula, charge and spin): 260.7 kJ/mol

Positions of all 11 atoms, in Å:
O: -0.15933 -1.30306 0.35395
C: 0.86459 -0.97752 -0.48736
C: -1.19152 -0.28212 0.16513
O: 2.03948 -1.47486 -0.26977
O: 0.92366 0.48032 -0.44457
C: -0.35995 0.98870 -0.04502
Al: 2.49360 0.15755 0.33226
H: -1.81214 -0.25319 1.06517
H: -1.80724 -0.52396 -0.71190
H: -0.23691 1.55846 0.88314
H: -0.75425 1.62969 -0.84104

---

Molecular formula: C3H4BNO2S
Method: DFT, ωB97M-V with the def2-TZVPD basis set

## Properties
* multiplicity: 1
* DFT total energy: -744.87073 hartree
* frontier orbital gap (spin up / spin down): 0.2804 / 0.2804 Eh
* max |F|: 4.9 eV Å⁻¹
* highest occupied orbital energy (spin up / spin down): -8.110 / -8.110 eV
* relative energy (zero: lowest compared OMol25 entry of this formula, charge and spin): 277.5 kJ/mol

Positions of all 12 atoms, in Å:
B: -0.80311 0.52014 -0.07085
C: -0.44765 -0.93920 -0.29975
C: 0.59088 -1.77462 0.21523
C: 1.34392 1.35389 0.10110
N: 1.73437 -1.45922 0.70764
O: -0.11525 1.19320 0.88368
O: -1.60810 1.13995 -0.99741
S: 2.26622 0.01936 0.28704
H: -1.15172 -1.42925 -0.88157
H: 0.45026 -2.83792 0.07137
H: -0.54458 2.08179 1.02238
H: -1.71523 2.13190 -1.03886

---

Molecular formula: C3H4BiLiO3
Method: DFT, ωB97M-V with the def2-TZVPD basis set

## Properties
* multiplicity: 2
* DFT total energy: -564.37795 hartree
* frontier orbital gap (spin up / spin down): 0.1262 / 0.1187 Eh
* total charge: -1
* max |F|: 3.7 eV Å⁻¹
* highest occupied orbital energy (spin up / spin down): -1.122 / -0.943 eV

Positions of all 12 atoms, in Å:
H: 1.15202 1.23527 0.76733
C: 0.13912 0.87761 0.50315
Bi: -2.19891 -0.48746 1.17388
O: -0.68698 1.37785 1.49924
C: -0.22717 0.92256 -0.93857
O: -0.68274 -0.46471 -0.99122
C: 0.24593 -0.98426 -0.01126
O: 1.19514 -1.64682 -0.76463
H: 0.70303 0.98801 -1.52662
H: -1.04923 1.60881 -1.21727
H: 1.00216 -2.58626 -0.72796
Li: 0.40762 -0.84060 2.23391

---

Molecular formula: C3H4BiO3
Method: DFT, ωB97M-V with the def2-TZVPD basis set

## Properties
* multiplicity: 2
* DFT total energy: -554.64313 hartree
* frontier orbital gap (spin up / spin down): 0.2698 / 0.2590 Eh
* total charge: +4
* max |F|: 9.9 eV Å⁻¹
* highest occupied orbital energy (spin up / spin down): -30.482 / -30.465 eV

Positions of all 11 atoms, in Å:
O: -1.28537 -0.37634 -0.54236
Bi: -0.85574 0.34950 -4.42244
O: -0.54240 0.64236 -2.42867
C: -0.61004 0.51213 -1.24984
O: 0.32758 0.89733 -0.32847
C: -0.12511 0.15910 0.69029
C: 0.84443 -0.58228 1.57547
H: -0.82179 0.66169 1.41980
H: 1.23341 0.10560 2.33641
H: 0.25336 -1.36486 2.08258
H: 1.58167 -1.00423 0.86722

---

Molecular formula: C3H4Br2O
Method: DFT, ωB97M-V with the def2-TZVPD basis set

## Properties
* multiplicity: 1
* DFT total energy: -5339.81227 hartree
* frontier orbital gap (spin up / spin down): 0.2476 / 0.3212 Eh
* max |F|: 3.9 eV Å⁻¹
* highest occupied orbital energy (spin up / spin down): -7.926 / -8.970 eV
* relative energy (zero: lowest compared OMol25 entry of this formula, charge and spin): 346.4 kJ/mol

Positions of all 10 atoms, in Å:
C: 1.52526 0.36693 0.58708
C: 1.09716 -0.61597 -0.23871
C: -1.77120 0.15368 -0.33443
O: 0.11959 -1.30617 0.21146
Br: -1.07130 1.59930 0.51450
Br: -3.30610 -0.58902 0.13029
H: 2.21490 1.05285 0.20723
H: 1.23062 0.31666 1.60933
H: 1.33186 -0.94086 -1.28538
H: -1.37080 -0.03739 -1.40136